A 2-piece molecular cluster, C15H16Cl2FNO2S overall at a distorted geometry, computed with ωB97M-V/def2-TZVPD.

Atoms and positions in Å:
C (1.50315, -0.28228, -0.50139)
C (1.41926, -0.70089, 0.91428)
N (0.25969, -0.60569, 1.57025)
F (-0.96358, 0.04876, 0.78248)
C (0.08479, -0.96814, 2.84475)
C (-1.24219, -0.82975, 3.49366)
C (1.17434, -1.48342, 3.54220)
C (2.42095, -1.60212, 2.91987)
C (3.59846, -2.15610, 3.66348)
C (2.53002, -1.19426, 1.58807)
H (2.52484, -0.45675, -0.85308)
H (0.82061, -0.85058, -1.14139)
H (1.28346, 0.78018, -0.62787)
H (-1.14757, -1.17953, 4.52636)
H (-1.58854, 0.20816, 3.51478)
H (-2.01014, -1.43480, 3.00031)
H (1.03376, -1.78920, 4.57988)
H (4.47855, -2.17300, 3.01374)
H (3.83306, -1.54964, 4.54757)
H (3.40406, -3.17985, 4.00806)
H (3.48093, -1.25921, 1.05725)
Cl (0.74173, -0.02113, -5.94225)
C (-0.21893, 0.71556, -4.72833)
C (0.37580, 1.11287, -3.52363)
C (-0.41638, 1.67345, -2.51747)
C (-1.78934, 1.76843, -2.69794)
S (-2.79395, 2.24247, -1.26073)
C (-2.56948, 0.89023, -0.17429)
Cl (-3.45247, 1.05246, 1.25569)
O (-2.15515, 3.39574, -0.67396)
O (-4.13122, 2.33635, -1.78698)
C (-2.38090, 1.44380, -3.91618)
C (-1.58883, 0.90663, -4.93807)
H (1.44261, 0.97636, -3.37062)
H (0.02645, 2.02830, -1.58930)
H (-2.50526, -0.08407, -0.62315)
H (-3.44675, 1.59913, -4.06982)
H (-2.03582, 0.62155, -5.88623)

Computed properties:
energy relative to the best compared isomer or geometry (same formula, charge and spin)	3.673	eV
multiplicity	1
HOMO-LUMO gap	6.7	eV
molecular weight	364.27	g/mol


C14H17Cl2N3O2S in the gas phase, computed with ωB97M-V/def2-TZVPD.

Atoms and positions in Å:
O (-0.22411, 2.01102, 0.73695)
C (-1.00065, 1.12557, 1.03224)
C (-2.27310, 1.33415, 1.85424)
C (-3.44732, 0.64769, 1.22276)
C (-3.84629, -0.62183, 1.62811)
C (-4.90061, -1.26410, 1.00604)
C (-5.57582, -0.64508, -0.03422)
Cl (-6.89144, -1.44689, -0.80430)
C (-5.18510, 0.62599, -0.44663)
Cl (-6.01278, 1.41512, -1.73522)
C (-4.12639, 1.26284, 0.17865)
N (-0.82104, -0.15562, 0.66922)
N (0.29429, -0.55535, -0.05442)
C (0.54718, -1.87656, -0.14810)
S (-0.53112, -3.01193, 0.40797)
N (1.68421, -2.25418, -0.77252)
C (2.59552, -1.37868, -1.47063)
C (3.56341, -0.62290, -0.53730)
C (4.69615, 0.06300, -1.32160)
C (4.80684, 1.43215, -0.65091)
C (3.36108, 1.67360, -0.23131)
O (2.88580, 0.40240, 0.18268)
H (-2.09223, 0.94088, 2.85639)
H (-2.43779, 2.40929, 1.92562)
H (-3.33763, -1.11654, 2.44235)
H (-5.20358, -2.24959, 1.32140)
H (-3.83062, 2.24555, -0.15430)
H (-1.41705, -0.94248, 0.93016)
H (1.06924, 0.11486, -0.01197)
H (1.82953, -3.24972, -0.82198)
H (3.18277, -1.98913, -2.15868)
H (2.02200, -0.64621, -2.05001)
H (3.95531, -1.32784, 0.20748)
H (5.62159, -0.50565, -1.27943)
H (4.40323, 0.17953, -2.36619)
H (5.18314, 2.20308, -1.31783)
H (5.44662, 1.37467, 0.22975)
H (3.24303, 2.35479, 0.61074)
H (2.76372, 2.04409, -1.07522)

Computed properties:
structure (SMILES)	O=C(Cc1ccc(Cl)c(Cl)c1)NNC(=S)NC[C@H]1CCCO1
energy relative to the best compared isomer or geometry (same formula, charge and spin)	0.310	eV
multiplicity	1
HOMO-LUMO gap	9.0	eV
molecular weight	362.28	g/mol


C2H3Br2N as an isolated structure, computed with ωB97M-V/def2-TZVPD.

Atoms and positions in Å:
C (0.43566, 0.06960, 1.13701)
C (-0.37848, 0.12004, -1.09159)
N (0.17555, 0.66675, 0.09423)
Br (1.16716, 0.96432, 2.60624)
Br (0.16065, -1.84160, 1.48270)
H (-1.30513, 0.65506, -1.30050)
H (-0.57436, -0.95542, -1.02293)
H (0.31894, 0.32124, -1.90516)

Computed properties:
energy relative to the best compared isomer or geometry (same formula, charge and spin)	0.000	eV
multiplicity	1
HOMO-LUMO gap	10.7	eV
molecular weight	200.86	g/mol